Entry 1:
ORCA calculation (ωB97M-V/def2-TZVPD) on an isolated molecule of C2HClO2S.

Geometry as XYZ:
```
7
Properties=species:S:1:pos:R:3:forces:R:3:mulliken_charge:R:1
O -0.157 0.898 -0.275 -0.154 0.387 -0.064 -0.44
H -0.688 0.182 0.083 -0.092 -0.270 0.014 0.34
C 2.314 -0.027 -0.114 -0.330 1.641 -0.898 -0.06
C 2.456 -1.314 0.021 -0.169 -1.754 0.211 0.61
S 1.025 0.315 -1.260 0.607 -0.174 0.679 0.05
Cl 3.363 1.210 0.527 -0.132 -0.457 -0.022 -0.17
O 2.455 -2.472 0.092 0.271 0.627 0.080 -0.33
```
Positions in Å, forces in eV/Å.

Properties
HOMO-LUMO gap: 9.49 eV
Total energy: -1085.61298 a.u.
Net charge: 0
HOMO energy: -9.49 eV
Energy above the lowest of the compared OMol25 structures with the same formula, charge and spin: 0.691 eV
SMILES: O=C=C(Cl)SO

***

Entry 2:
ORCA calculation (ωB97M-V/def2-TZVPD) on the ion C8H17N2 with charge +1.

Geometry as XYZ:
```
27
Properties=species:S:1:pos:R:3:forces:R:3:mulliken_charge:R:1
H 1.898 -0.686 2.264 1.076 0.230 -0.225 0.34
H 0.452 -1.417 2.684 -0.231 -1.546 1.005 0.47
C -0.667 -1.059 -0.724 0.433 1.105 0.924 -0.14
H -0.998 1.569 1.566 1.376 0.429 0.446 0.37
H -0.195 0.900 2.986 0.150 0.170 0.588 0.45
H -2.607 -0.838 -1.748 1.240 1.306 0.876 0.42
H 0.481 1.474 -1.850 -0.156 -1.471 0.313 0.50
H 2.038 -0.125 -1.850 -0.246 -0.343 -1.287 0.55
H -1.448 -1.642 1.270 -0.026 0.683 -1.376 0.35
C -1.424 1.096 -1.354 -3.665 1.486 -0.692 -0.62
H 0.330 2.084 -0.500 -1.158 -1.153 0.719 0.44
N 0.006 1.187 -0.959 0.897 4.141 -1.153 -0.15
C 1.895 -0.309 -0.814 0.874 3.350 0.439 -1.81
H 1.209 -1.898 1.125 1.078 -3.159 -1.382 0.67
N -1.185 -0.838 0.648 0.225 -1.063 1.988 -0.51
H -2.246 1.336 -0.568 2.223 -0.478 -0.600 0.22
C 0.510 -0.043 -0.357 -0.945 -1.313 0.226 0.56
H 2.704 0.356 -0.396 -0.977 -0.448 0.267 0.32
H 0.930 1.642 1.787 -0.489 0.465 0.181 0.31
H -0.323 -2.045 -0.971 0.023 -0.516 -0.166 0.47
C 0.069 -0.238 1.155 1.621 2.216 -0.840 0.79
H 2.135 -1.258 -0.562 1.041 -3.011 0.451 0.47
C 1.073 -1.212 1.850 -2.966 3.755 0.837 -1.77
H -1.357 -0.689 -2.729 1.355 0.369 -1.630 0.42
C -0.028 1.138 1.951 -1.508 -2.177 -1.819 -1.53
C -1.550 -0.368 -1.748 -2.216 -1.608 0.948 -1.02
H -1.701 1.882 -2.156 0.973 -1.417 0.960 0.42
```
Positions in Å, forces in eV/Å.

Properties
HOMO-LUMO gap: 9.99 eV
Total energy: -424.21726 a.u.
Net charge: +1
HOMO energy: -13.12 eV
Energy above the lowest of the compared OMol25 structures with the same formula, charge and spin: 2.655 eV
SMILES: CC1(C)N[C@H]2CC[NH2+][C@]21C

***

Entry 3:
ORCA calculation (ωB97M-V/def2-TZVPD) on a structure of composition C2H3N3OS2.

Geometry as XYZ:
```
11
Properties=species:S:1:pos:R:3:forces:R:3:mulliken_charge:R:1
S 2.129 -1.596 0.000 0.327 -0.202 0.321 -0.40
H -3.111 -1.853 -0.534 0.240 1.586 0.907 0.20
O -0.780 0.806 -0.111 -0.627 -1.003 0.386 -0.38
S -3.068 -0.562 0.065 -0.464 -1.169 -0.972 -0.25
N 1.358 1.691 -0.018 4.449 -1.040 -2.219 -0.71
N 0.717 0.523 0.089 -5.475 1.114 0.667 0.55
H 1.613 2.178 0.841 -0.384 -0.738 0.374 0.26
C -1.344 -0.443 0.001 0.607 2.035 -0.273 0.62
C 0.666 -0.813 0.122 5.978 -1.175 -0.651 0.14
H 2.336 1.480 -0.545 -3.027 0.672 1.213 0.31
N -0.515 -1.412 0.090 -1.624 -0.079 0.247 -0.36
```
Positions in Å, forces in eV/Å.

Properties
HOMO-LUMO gap: 8.32 eV
Total energy: -1113.76312 a.u.
Net charge: 0
HOMO energy: -8.31 eV
Energy above the lowest of the compared OMol25 structures with the same formula, charge and spin: 3.113 eV

***

Entry 4:
ORCA calculation (ωB97M-V/def2-TZVPD) on the ion C4H12NOS2 with charge +1.

Geometry as XYZ:
```
20
Properties=species:S:1:pos:R:3:forces:R:3:mulliken_charge:R:1
H -0.799 3.167 0.318 -0.064 -0.034 0.074 0.45
O -2.008 2.289 -1.176 -0.396 -0.020 -0.024 -0.53
H -0.822 -2.631 -0.253 -0.107 0.319 -0.237 0.30
H 1.035 1.548 -0.251 0.302 -0.502 -0.149 0.26
C -0.003 1.262 -0.398 -0.536 2.908 1.657 0.07
H 0.566 -0.264 -1.597 -0.294 -0.435 -0.074 0.15
H -2.762 2.495 -0.609 0.300 0.098 -0.017 0.33
N -0.152 0.474 -1.632 0.772 0.627 -0.487 -0.10
C -0.751 2.608 -0.612 0.060 -0.647 -0.473 -0.82
S 1.387 -1.586 0.105 0.316 -0.131 -0.915 -0.10
H 0.368 -3.074 -1.578 -0.190 0.870 -0.237 0.36
C -0.598 0.631 0.850 0.089 -2.811 -0.987 -0.75
H -1.099 0.164 -1.739 -0.817 -0.733 0.215 0.36
C 0.209 -2.817 -0.529 0.303 -1.040 0.156 -0.84
H -0.031 1.065 -2.462 0.385 0.043 0.154 0.37
H -0.205 3.208 -1.333 0.083 0.217 -0.192 0.39
H 0.471 -3.769 -0.100 0.029 -0.312 0.704 0.35
S 0.480 -0.679 1.635 -0.325 0.815 0.799 0.01
H -1.435 0.003 0.530 -0.352 0.408 0.006 0.34
H -0.991 1.285 1.617 0.441 0.359 0.027 0.39
```
Positions in Å, forces in eV/Å.

Properties
HOMO-LUMO gap: 9.71 eV
Total energy: -1085.71613 a.u.
Net charge: +1
HOMO energy: -12.88 eV
Energy above the lowest of the compared OMol25 structures with the same formula, charge and spin: 0.629 eV
SMILES: CSSC[C@@H]([NH3+])CO

***

Entry 5:
ORCA calculation (ωB97M-V/def2-TZVPD) on a structure of composition C4H6DyO2.

Geometry as XYZ:
```
13
Properties=species:S:1:pos:R:3:forces:R:3:mulliken_spin:R:1
O 1.409 0.323 -0.336 2.469 1.670 0.506 -0.16
H -1.393 -1.026 2.686 -1.496 -1.730 -1.182 0.00
Dy 3.239 2.086 -0.235 -1.035 -1.230 -0.088 6.25
C -0.347 -0.754 1.088 -0.170 -0.657 -1.259 -0.01
H -0.168 1.420 -2.229 -0.361 -0.047 -0.067 0.01
H -0.475 1.207 0.114 -0.006 -0.296 -0.091 0.00
C 0.443 -0.166 -1.314 -0.766 -0.537 -0.674 -0.05
H -2.391 -0.237 1.295 0.051 -0.443 -0.077 0.00
O 0.245 0.570 -2.423 0.531 0.151 0.012 -0.01
H 0.420 -1.502 1.316 0.133 0.693 0.516 0.00
C -1.586 -0.923 1.571 1.629 2.577 2.592 0.00
C -0.012 0.218 0.019 -0.916 -0.402 -0.258 -0.02
H 0.616 -1.217 -1.550 -0.063 0.251 0.070 0.00
```
Positions in Å, forces in eV/Å.

Properties
HOMO-LUMO gap (spin up / spin down): 6.47 / 5.45 eV
Total energy: -1190.77127 a.u.
Net charge: +2
HOMO energy (spin up / spin down): -16.01 / -16.01 eV
Energy above the lowest of the compared OMol25 structures with the same formula, charge and spin: 0.000 eV
2S+1: 7

***

Entry 6:
ORCA calculation (ωB97M-V/def2-TZVPD) on a structure of composition C3H9N5.

Geometry as XYZ:
```
17
Properties=species:S:1:pos:R:3:forces:R:3:mulliken_charge:R:1
H -1.737 2.199 0.310 -0.272 -0.577 0.577 0.30
H 2.089 -0.580 -1.641 0.608 1.286 0.000 0.21
H 1.279 1.809 -1.086 -0.082 -0.281 0.106 0.25
N 1.182 2.049 -0.100 -0.233 -0.217 0.896 -0.69
N -1.682 1.268 -0.106 -1.423 0.418 -0.389 -0.62
N -1.305 -1.721 -0.282 0.762 0.626 -0.854 -0.52
H -2.017 -1.206 -0.794 0.183 -0.111 -0.086 0.30
H -1.190 1.554 -0.953 0.678 -1.400 -0.039 0.23
N 1.210 -0.366 0.274 1.277 0.617 1.807 -0.23
C 1.026 1.049 0.678 1.761 -0.213 -2.381 0.09
H 2.112 -1.979 -0.644 -0.428 -0.429 0.789 0.25
C 1.890 -0.918 -0.627 -0.656 -0.083 -1.810 -0.32
H -0.374 -1.364 1.543 -0.099 0.346 -0.288 0.30
H -1.742 -2.505 0.182 0.347 -0.064 0.038 0.27
H 1.110 1.161 1.755 -0.504 -0.166 -0.127 0.36
C -0.673 -0.853 0.625 -5.114 1.753 1.995 0.12
N -1.179 0.405 0.867 3.195 -1.506 -0.233 -0.30
```
Positions in Å, forces in eV/Å.

Properties
HOMO-LUMO gap (spin up / spin down): 7.59 / 7.60 eV
Total energy: -393.29463 a.u.
Net charge: 0
HOMO energy (spin up / spin down): -7.49 / -7.49 eV
Energy above the lowest of the compared OMol25 structures with the same formula, charge and spin: 5.956 eV